Record 1
The following is a quantum chemistry calculation of a molecular structure, C36H48AsClFeO2Si2Te in a non-equilibrium geometry, from the OMol25 dataset.

Results
gap between HOMO and LUMO (alpha / beta) = 0.32842 / 0.21594 Ha
molecular weight = 862.8 g/mol
lowest unoccupied orbital energy (alpha / beta) = -2.078 / -5.221 eV
total charge = +1
spin multiplicity = 6
calculated total energy = -173000.207 eV
⟨S²⟩ = 8.770

Geometry as XYZ:
```
92
Properties=species:S:1:pos:R:3:forces:R:3:lowdin_spin:R:1
Fe 0.990 0.081 0.012 -0.5 1.2 -0.2 3.66
C 3.656 -1.482 5.409 -0.1 -0.2 0.1 0.00
Si 4.601 -0.354 4.270 -0.2 0.0 -0.1 0.00
C 4.294 1.419 4.732 0.0 0.3 0.1 0.00
C 6.400 -0.788 4.272 0.3 0.0 0.0 0.00
C 3.959 -0.546 2.497 0.0 0.0 -0.1 0.00
Te 1.824 -0.488 2.398 0.1 -0.1 0.8 0.04
C 1.574 -2.604 2.338 0.1 0.0 -0.1 0.01
Si -0.191 -3.194 2.660 0.2 0.2 0.1 0.00
C -1.231 -2.825 1.163 -0.2 -0.1 -0.2 0.01
C -0.128 -5.005 3.026 0.0 -0.4 0.0 0.00
C -0.827 -2.249 4.130 0.0 0.0 0.2 0.00
H 4.011 -1.359 6.438 0.0 0.0 -0.1 0.00
H 3.790 -2.537 5.140 0.0 0.1 0.1 0.00
H 2.586 -1.254 5.400 0.0 0.0 0.0 0.00
H 4.479 1.598 5.796 0.0 0.0 -0.1 0.00
H 3.254 1.695 4.526 0.1 0.0 0.0 0.00
H 4.944 2.092 4.162 -0.1 0.0 0.1 0.00
H 6.841 -0.588 5.256 0.0 0.0 -0.1 0.00
H 6.954 -0.202 3.532 0.0 -0.1 0.1 0.00
H 6.547 -1.849 4.048 0.0 0.1 0.0 0.00
H 4.245 -1.492 2.032 0.0 0.1 0.0 0.00
H 4.340 0.266 1.872 0.0 -0.1 0.0 0.00
H 2.242 -2.990 3.114 0.0 0.1 0.0 0.00
H 1.939 -2.922 1.359 0.0 0.0 0.1 0.00
H -0.843 -3.315 0.264 0.0 0.1 0.1 0.00
H -1.265 -1.748 0.965 0.0 -0.1 0.0 0.01
H -2.258 -3.178 1.329 0.1 0.0 0.0 0.00
H 0.329 -5.563 2.202 -0.1 0.0 0.1 0.00
H -1.137 -5.404 3.183 0.1 0.0 0.0 0.00
H 0.456 -5.198 3.932 -0.1 0.0 -0.1 0.00
H -1.059 -1.215 3.870 0.1 0.0 0.0 0.00
H -0.081 -2.232 4.933 -0.1 0.0 -0.1 0.00
H -1.742 -2.703 4.531 0.1 0.1 -0.1 0.00
C -5.625 4.568 -2.032 0.1 -0.1 0.0 0.00
C -4.326 3.869 -1.712 -0.1 0.1 0.0 0.00
C -3.289 4.527 -1.071 0.0 0.1 0.0 0.00
C -2.093 3.887 -0.741 0.0 0.0 0.1 0.00
C -0.976 4.734 -0.176 -0.1 -0.2 0.0 0.00
C -1.987 2.518 -1.007 0.0 -0.1 0.2 0.00
C -2.971 1.857 -1.767 0.0 -0.2 -0.1 0.00
C -2.710 0.495 -2.377 0.0 0.1 0.1 0.00
C -4.125 2.544 -2.098 -0.1 0.0 0.0 0.00
C -0.864 1.707 -0.456 -0.1 -0.3 0.2 0.02
O 0.335 2.032 -0.585 0.3 -0.2 0.0 0.06
O -1.113 0.603 0.194 -0.1 0.5 -0.2 0.16
H -5.590 5.621 -1.755 0.0 0.0 0.0 0.00
H -6.457 4.101 -1.496 0.1 0.0 0.0 0.00
H -5.852 4.502 -3.099 0.0 0.0 0.1 0.00
H -3.400 5.581 -0.826 0.0 -0.1 0.0 0.00
H -1.358 5.424 0.574 0.0 0.0 0.1 0.00
H -0.550 5.335 -0.984 0.0 0.0 0.0 0.00
H -0.163 4.152 0.248 0.0 0.0 0.0 0.00
H -1.905 0.576 -3.111 0.0 0.0 0.0 0.00
H -3.598 0.131 -2.893 0.0 0.0 0.0 0.00
H -2.397 -0.247 -1.649 0.0 0.0 0.0 0.00
H -4.885 2.039 -2.690 0.1 0.0 0.0 0.00
Cl 1.343 -1.262 -1.585 0.2 -0.8 -0.6 0.18
C -6.650 -1.144 -1.244 0.0 0.0 0.0 0.00
C -5.435 -1.814 -1.203 0.0 0.0 0.0 0.00
C -4.430 -1.373 -0.352 -0.1 0.0 0.0 0.01
C -4.649 -0.257 0.450 0.2 0.0 -0.1 0.07
C -5.861 0.424 0.410 0.0 0.0 -0.1 0.02
C -6.861 -0.030 -0.437 0.0 -0.1 -0.1 0.00
As -3.266 0.174 1.708 -0.3 0.2 0.4 0.45
C -3.254 1.966 2.399 0.2 0.1 -0.1 0.06
C -2.017 2.552 2.658 -0.1 0.0 0.0 0.00
C -1.960 3.777 3.309 0.0 0.0 -0.1 0.00
C -3.132 4.429 3.666 0.0 0.0 0.0 0.00
C -4.364 3.832 3.421 0.0 0.0 0.0 0.00
C -4.430 2.588 2.810 0.0 0.0 0.0 0.01
C -3.780 -0.796 3.286 0.1 -0.3 0.0 0.08
C -3.435 -0.298 4.544 -0.2 0.0 -0.1 0.04
C -3.793 -1.008 5.678 0.0 0.0 0.0 0.00
C -4.460 -2.223 5.558 0.0 0.0 0.0 0.04
C -4.783 -2.731 4.304 0.1 0.0 0.0 0.00
C -4.432 -2.029 3.161 0.1 0.2 0.1 0.04
H -7.435 -1.488 -1.907 0.0 0.0 0.0 0.00
H -5.264 -2.679 -1.832 0.0 0.0 0.0 0.00
H -3.482 -1.898 -0.321 0.0 0.0 0.0 0.00
H -6.039 1.304 1.013 0.0 -0.1 -0.1 0.00
H -7.809 0.491 -0.463 0.0 0.0 0.0 0.00
H -1.103 2.047 2.377 0.0 0.0 -0.1 0.00
H -0.998 4.219 3.534 0.0 0.0 0.0 0.00
H -3.088 5.395 4.154 0.0 0.0 0.0 0.00
H -5.278 4.323 3.728 0.0 0.0 0.0 0.00
H -5.392 2.104 2.705 0.0 0.0 0.0 0.00
H -2.911 0.644 4.639 0.0 0.0 0.0 0.00
H -3.544 -0.618 6.656 0.0 0.0 0.0 0.00
H -4.728 -2.779 6.448 0.0 0.0 0.0 0.00
H -5.308 -3.673 4.216 0.0 0.0 0.0 0.00
H -4.683 -2.423 2.185 0.0 0.0 0.0 0.00
```
Forces are in eV/Å.

Record 2
The following is a quantum chemistry calculation of a molecular structure, C36H48BaF2N2Si3, from the OMol25 dataset.

Results
gap between HOMO and LUMO = 0.16486 Ha
molecular weight = 768.4 g/mol
lowest unoccupied orbital energy = 4.122 eV
relative energy (zero: lowest compared OMol25 entry of this formula, charge and spin) = 0.00 kcal/mol
total charge = -2
calculated total energy = -70852.282 eV

Geometry as XYZ:
```
92
Properties=species:S:1:pos:R:3:forces:R:3:mulliken_charge:R:1
Ba -0.765 -0.266 -1.411 0.4 0.0 0.1 1.09
C 0.781 2.602 2.342 0.0 0.0 0.0 -1.49
Si -0.767 1.786 1.492 -0.1 0.0 0.0 0.25
C -1.597 1.033 3.090 0.0 0.0 0.0 -1.20
C -1.960 3.330 1.361 0.0 0.0 0.1 0.42
C -2.056 4.190 2.466 0.0 0.0 0.0 -0.16
C -2.917 5.276 2.503 0.0 0.0 0.0 -0.73
C -3.725 5.536 1.402 0.0 0.0 0.0 -0.72
C -3.646 4.699 0.299 0.0 0.0 0.0 -0.24
C -2.784 3.592 0.244 0.0 0.0 0.0 0.42
Si -2.728 2.515 -1.375 0.0 0.1 0.0 0.47
C -2.002 3.847 -2.582 0.0 0.0 0.0 -1.41
C -4.582 2.608 -1.967 0.0 0.0 0.0 -1.56
H 0.530 3.275 3.171 0.0 0.0 0.0 0.42
H 1.376 3.168 1.618 0.0 0.0 0.0 0.23
H 1.430 1.819 2.749 0.0 0.1 0.0 0.29
H -1.557 1.732 3.936 0.0 0.0 0.0 0.51
H -1.142 0.093 3.415 0.0 0.0 0.0 0.30
H -2.654 0.832 2.885 0.0 0.0 0.0 0.06
H -1.440 4.001 3.341 0.0 0.0 0.0 0.08
H -2.960 5.913 3.382 0.0 0.0 0.0 0.35
H -4.407 6.381 1.404 0.0 0.0 0.0 0.35
H -4.277 4.919 -0.557 0.0 0.0 0.0 0.14
H -2.588 4.776 -2.559 0.0 0.0 0.0 0.36
H -1.992 3.471 -3.610 0.0 0.0 0.0 0.30
H -0.971 4.098 -2.313 0.0 0.0 0.0 0.29
H -4.962 3.626 -2.125 0.0 0.0 0.0 0.48
H -5.255 2.114 -1.258 0.0 0.0 0.0 0.25
H -4.664 2.079 -2.923 0.0 0.0 0.0 0.23
C 0.790 -2.714 -2.075 0.0 -0.1 -0.1 -1.88
Si 1.445 -3.767 -0.815 0.0 -0.1 0.0 0.39
C 2.516 -2.734 0.382 0.0 -0.1 0.0 -0.89
N 1.885 -1.510 0.875 -0.1 0.0 0.0 0.80
C 2.843 -0.512 1.322 0.0 0.1 0.0 -0.37
C 3.661 -0.958 2.547 0.0 0.0 0.0 -0.59
C 2.776 -1.764 3.516 0.0 0.0 0.0 -1.01
C 1.312 -1.387 3.318 0.0 0.0 0.0 -0.56
C 0.852 -1.747 1.898 0.0 0.0 0.0 1.53
C 2.657 -5.226 -1.206 0.0 0.0 0.0 0.48
C 4.000 -4.998 -1.524 0.0 0.0 0.0 -0.26
C 4.867 -6.030 -1.861 0.0 0.0 0.0 -0.67
C 4.408 -7.340 -1.901 0.0 0.0 0.0 -0.33
C 3.077 -7.598 -1.605 0.0 0.0 0.0 -0.71
C 2.224 -6.555 -1.262 0.0 0.0 0.0 -0.14
C 0.092 -4.684 0.169 0.0 0.0 0.0 0.03
C -1.247 -4.570 -0.203 0.0 0.0 0.0 -0.33
C -2.258 -5.208 0.509 0.0 0.0 0.0 -0.56
C -1.946 -5.969 1.626 0.0 0.0 0.0 -0.45
C -0.618 -6.097 2.019 0.0 0.0 0.0 -0.82
C 0.382 -5.467 1.291 0.0 0.0 0.0 0.26
H 0.137 -3.110 -2.855 0.0 -0.1 0.0 0.29
H 1.586 -2.106 -2.525 -0.1 0.1 -0.1 0.34
H 3.389 -2.435 -0.212 0.0 0.0 0.0 0.62
H 2.920 -3.375 1.189 0.0 0.0 0.0 0.11
H 2.289 0.400 1.553 0.0 -0.1 0.0 -0.42
H 3.508 -0.269 0.489 0.0 0.0 0.0 0.53
H 4.067 -0.072 3.046 0.0 0.0 0.0 0.47
H 4.516 -1.562 2.231 0.0 0.0 0.0 0.30
H 3.085 -1.595 4.551 0.0 0.0 0.0 0.49
H 2.895 -2.835 3.325 0.0 0.0 0.0 0.26
H 1.188 -0.314 3.487 0.0 0.0 0.0 0.04
H 0.666 -1.886 4.045 0.0 0.0 0.0 0.56
H -0.049 -1.166 1.664 0.0 0.0 0.0 -1.48
H 0.587 -2.804 1.871 0.0 0.0 0.0 -0.41
H 4.385 -3.983 -1.521 0.0 0.0 0.0 0.27
H 5.902 -5.810 -2.097 0.0 0.0 0.0 0.36
H 5.080 -8.149 -2.165 0.0 0.0 0.0 0.35
H 2.701 -8.614 -1.640 0.0 0.0 0.0 0.35
H 1.189 -6.785 -1.030 0.0 0.0 0.0 0.31
H -1.501 -3.950 -1.056 0.0 0.0 0.0 0.40
H -3.291 -5.089 0.203 0.0 0.0 0.0 0.38
H -2.732 -6.454 2.194 0.0 0.0 0.0 0.35
H -0.365 -6.687 2.892 0.0 0.0 0.0 0.37
H 1.416 -5.585 1.603 0.0 0.0 0.0 0.42
C -6.158 -0.469 2.825 0.0 0.0 0.0 -1.75
C -5.035 -0.812 1.887 0.0 0.0 0.0 1.44
C -3.963 -1.596 2.291 0.0 0.0 0.0 -1.18
C -2.929 -1.841 1.403 0.0 0.0 0.0 -0.01
N -2.907 -1.370 0.159 -0.1 0.0 -0.1 -0.06
C -3.945 -0.626 -0.237 -0.1 0.0 0.1 -0.84
C -5.021 -0.331 0.585 0.1 0.0 0.0 -0.49
H -5.963 -0.848 3.828 0.0 0.0 0.0 0.35
H -7.101 -0.893 2.474 0.0 0.0 0.0 0.39
H -6.284 0.613 2.885 0.0 0.0 0.0 0.37
H -3.904 -1.982 3.301 0.0 0.0 0.0 0.28
H -2.072 -2.432 1.706 0.0 0.0 0.0 0.27
H -3.910 -0.222 -1.244 0.0 0.0 0.0 0.82
H -5.817 0.302 0.215 0.0 0.0 0.0 0.42
F -1.723 -1.210 -4.944 0.0 0.0 0.0 -0.39
C -1.378 -0.021 -4.212 -0.1 0.0 0.0 -0.16
F -0.091 0.322 -4.779 0.1 0.0 0.0 -0.34
H -2.034 0.731 -4.685 0.0 0.0 0.0 -0.08
```
Forces are in eV/Å.